An isolated ion of composition C5H8Cl3N5 and charge +2, computed with ωB97M-V/def2-TZVPD.

Structure (XYZ):
```
21
Properties=species:S:1:pos:R:3:mulliken_charge:R:1
N -3.852 1.264 0.748 -0.2927
C -2.729 0.927 0.706 -0.5431
C -1.396 0.564 0.634 0.6385
C -1.042 -0.724 0.900 0.2754
Cl -2.143 -2.006 1.166 -0.0844
N 0.278 -1.106 0.739 0.2662
N 0.695 -2.392 1.080 -0.4525
C 0.896 -0.600 -0.474 -0.5613
Cl -0.263 -1.088 -1.930 -0.0810
N 1.008 0.878 -0.363 -0.0650
N 1.389 1.513 -1.534 -0.3186
C -0.413 1.657 0.369 0.1154
Cl -1.169 2.938 -0.664 -0.0539
H 1.663 -2.237 1.284 0.3891
H 0.536 -3.092 0.295 0.3548
H 0.249 -2.724 1.941 0.3598
H 1.696 -1.300 -0.653 0.5406
H 0.951 2.524 -1.489 0.3586
H 1.148 1.133 -2.453 0.3525
H 2.467 1.883 -1.568 0.4496
H 0.029 1.988 1.267 0.3519
```

Properties
total energy = -50309.992 eV
charge = +2
HOMO-LUMO gap = 9.23 eV
energy above the lowest of the compared OMol25 structures with the same formula, charge and spin = 0.000 eV
HOMO = -16.90 eV
SMILES = N#CC1=C(Cl)N([NH3+])[C@@H](Cl)N([NH3+])[C@H]1Cl

One molecule with the formula C6H13O3P, computed with ωB97M-V/def2-TZVPD.

Structure (XYZ):
```
23
Properties=species:S:1:pos:R:3:mulliken_charge:R:1
C 0.600 -2.762 -0.578 -0.7146
C 0.553 -1.507 -0.199 0.3865
O -0.697 -0.642 0.234 -0.3800
C -1.964 -1.241 0.034 -0.1699
C -3.090 -0.302 0.444 -1.2120
P 1.928 -0.536 0.494 0.6241
O 3.157 -1.228 0.750 -0.6772
O 2.194 0.753 -0.423 -0.3529
C 1.103 1.692 -0.484 -0.0374
C 1.520 3.063 -0.057 -0.9606
H 1.584 -3.161 -0.654 0.3637
H -0.364 -3.104 -0.998 0.2814
H -1.907 -1.526 -1.052 0.2863
H -1.789 -2.292 0.572 0.2342
H -2.860 -0.099 1.450 0.3192
H -2.948 0.702 -0.065 0.2560
H -4.065 -0.597 0.180 0.3952
H 1.260 -0.108 1.702 0.0736
H 0.562 1.619 -1.488 0.2900
H 0.349 1.199 0.116 0.1837
H 0.548 3.518 0.336 0.3023
H 2.344 2.972 0.702 0.2663
H 1.982 3.589 -1.017 0.2423
```

Properties
total energy = -21862.064 eV
HOMO-LUMO gap = 10.74 eV
energy above the lowest of the compared OMol25 structures with the same formula, charge and spin = 3.017 eV
HOMO = -10.03 eV
SMILES = C=C(OCC)[P@@H](=O)OCC

C19H30ClFIN4O4S as an isolated structure, computed with ωB97M-V/def2-TZVPD.

Structure (XYZ):
```
61
Properties=species:S:1:pos:R:3:mulliken_charge:R:1
N -1.427 -3.770 3.157 -0.3923
C -1.457 -2.630 3.305 -0.0212
C -1.511 -1.166 3.413 -0.4443
I 0.428 -0.511 2.795 0.2590
C -2.670 -0.624 2.530 1.9514
C -2.496 -1.148 1.163 -0.2276
N -2.386 -1.586 0.109 -0.6465
C -4.019 -1.090 3.170 -1.4122
C -5.236 -1.134 2.221 -0.9557
C -5.852 -2.535 2.018 -0.9076
C -5.411 -3.235 0.721 -0.7817
S -4.780 -4.917 0.786 1.0964
O -5.862 -5.808 0.503 -0.5867
O -3.595 -4.978 -0.008 -0.5449
Cl -4.270 -5.232 2.724 -0.1974
C -2.806 0.916 2.427 -0.5014
O -3.598 1.369 1.671 -0.4501
N -2.090 1.765 3.380 -0.1617
C -1.122 2.653 2.801 0.5396
O -0.058 2.894 3.221 -0.3907
F -1.584 3.264 1.700 -0.2142
H -1.702 -0.928 4.461 0.6792
H -3.879 -2.063 3.649 0.7184
H -4.227 -0.375 3.973 0.4712
H -5.017 -0.660 1.263 0.6577
H -6.020 -0.527 2.681 0.4590
H -5.655 -3.143 2.899 0.5493
H -6.934 -2.398 1.980 0.3554
H -6.282 -3.362 0.073 0.4239
H -4.677 -2.652 0.163 0.3938
H -2.829 2.392 3.713 0.4087
C 1.913 1.171 0.552 -1.3707
C 1.952 2.134 -0.633 -0.3786
C 1.849 1.418 -1.983 -1.2663
C 2.994 0.499 -2.374 -0.5718
N 4.377 1.123 -2.540 0.3156
C 5.109 0.374 -3.634 -0.6856
C 4.632 1.026 -4.914 -0.5634
C 4.576 2.518 -4.553 -0.6467
C 4.382 2.559 -3.028 -0.4834
C 5.144 0.996 -1.262 -1.1517
H 2.762 0.480 0.549 0.3681
H 1.942 1.734 1.485 0.4572
H 1.001 0.577 0.542 0.2492
H 2.845 2.763 -0.578 0.3010
H 1.106 2.820 -0.556 0.4214
H 1.661 2.138 -2.783 0.3654
H 0.960 0.781 -1.968 0.5557
H 2.750 0.033 -3.326 0.3719
H 3.116 -0.306 -1.650 0.4851
H 6.175 0.535 -3.476 0.4572
H 4.880 -0.687 -3.548 0.3628
H 3.643 0.659 -5.189 0.2811
H 5.297 0.818 -5.748 0.4536
H 3.776 3.033 -5.080 0.3497
H 5.506 3.017 -4.817 0.3041
H 3.474 3.059 -2.719 0.2517
H 5.219 3.052 -2.539 0.3534
H 5.202 -0.056 -0.994 0.4083
H 4.637 1.556 -0.482 0.3958
H 6.143 1.395 -1.414 0.4831
```

Properties
total energy = -68507.673 eV
charge = +1
HOMO-LUMO gap = 9.87 eV
HOMO = -12.31 eV

A 8-piece molecular cluster, C44H100N4O8S4 overall, computed with ωB97M-V/def2-TZVPD.

Structure (XYZ):
```
160
Properties=species:S:1:pos:R:3:mulliken_charge:R:1
C -1.403 5.014 -1.417 -0.7173
S -1.685 6.826 -1.182 0.4526
O -2.895 6.977 -2.133 -0.6479
C -2.386 6.575 0.579 -0.8169
H -0.743 4.591 -0.659 0.0539
H -1.049 4.725 -2.406 0.3821
H -2.363 4.502 -1.353 0.3737
H -2.757 7.545 0.912 0.3755
H -1.728 6.140 1.331 0.0756
H -3.259 5.932 0.471 0.4064
C 3.018 3.212 -4.228 -0.8295
S 2.359 3.083 -2.474 0.6236
O 2.165 4.587 -2.059 -0.6441
C 0.650 2.430 -2.993 0.0912
H 4.076 2.998 -4.376 0.3407
H 2.795 4.140 -4.755 0.3322
H 2.503 2.459 -4.824 0.1303
H 0.040 2.465 -2.090 -0.6021
H 0.751 1.395 -3.320 0.0821
H 0.285 2.982 -3.858 0.5490
C -6.197 -1.569 -0.405 -0.7213
S -6.546 0.220 -0.301 0.4477
O -7.743 0.365 0.666 -0.6402
C -5.084 0.819 0.567 -0.5205
H -7.145 -1.910 -0.821 0.3443
H -6.035 -1.895 0.622 0.2693
H -5.284 -1.744 -0.975 0.1849
H -4.198 0.666 -0.048 -0.0712
H -5.033 0.377 1.562 0.2869
H -5.169 1.889 0.759 0.4185
C 5.351 3.697 2.361 -0.7111
S 5.495 1.904 2.238 0.4398
O 4.867 1.567 3.572 -0.6012
C 4.129 1.696 0.994 -0.2809
H 5.935 4.004 3.229 0.3382
H 4.326 4.057 2.451 0.0477
H 5.746 4.255 1.512 0.3938
H 4.430 1.969 -0.018 0.4203
H 3.215 2.224 1.264 -0.3863
H 3.926 0.628 0.923 0.3666
C -0.973 -1.646 3.038 -1.7642
C -0.018 -1.169 1.848 1.1893
C -0.794 -1.410 0.515 -0.7984
C -1.845 -0.343 0.420 -1.1013
C -1.277 1.060 0.523 -0.2432
C -0.479 1.363 1.781 2.1768
N 0.415 0.192 2.010 1.0754
O 1.452 0.418 2.910 -0.5330
C 0.335 2.672 1.610 -1.7814
C -1.498 1.605 2.973 -1.8959
C 1.205 -2.105 1.819 -1.9865
H -0.527 -1.354 3.989 0.3851
H -1.233 -2.703 2.974 0.3794
H -1.917 -1.102 3.056 0.3255
H -0.131 -1.334 -0.347 -0.1822
H -1.228 -2.410 0.520 0.6983
H -2.570 -0.626 1.183 0.2242
H -2.393 -0.378 -0.522 0.6788
H -2.079 1.786 0.386 0.6522
H -0.641 1.122 -0.360 -0.4479
H 1.025 2.620 0.768 -0.0969
H -0.466 3.366 1.355 -0.0006
H 0.908 2.904 2.508 0.7629
H -2.542 1.299 2.895 0.2048
H -1.018 1.385 3.926 0.4325
H -1.769 2.650 3.127 0.3489
H 1.927 -2.121 2.635 0.4503
H 1.862 -1.728 1.036 0.3509
H 0.939 -3.154 1.686 0.3182
H 2.173 0.799 2.403 0.2442
C 2.558 -6.096 -1.797 -1.1834
C 1.754 -7.141 -1.050 1.7459
C 0.757 -7.927 -2.011 -0.9345
C 1.379 -9.103 -2.798 -1.0305
C 2.164 -9.973 -1.823 -1.4142
C 3.179 -9.237 -0.979 1.7270
N 2.530 -8.083 -0.268 0.3164
O 3.391 -7.396 0.579 -0.5093
C 3.489 -10.352 0.029 -2.0187
C 4.399 -8.857 -1.772 -1.6951
C 0.808 -6.525 0.027 -2.0598
H 3.191 -5.479 -1.158 0.4158
H 1.863 -5.449 -2.333 -0.1275
H 3.200 -6.536 -2.560 0.3315
H -0.104 -8.341 -1.484 0.4681
H 0.326 -7.340 -2.822 0.1930
H 2.010 -8.740 -3.610 0.3758
H 0.716 -9.758 -3.363 0.4724
H 2.683 -10.706 -2.440 0.4609
H 1.444 -10.614 -1.313 0.4525
H 3.774 -11.297 -0.434 0.3829
H 4.298 -9.982 0.659 0.4302
H 2.608 -10.495 0.654 0.4744
H 5.071 -9.656 -2.085 0.4091
H 3.990 -8.436 -2.690 0.3451
H 4.890 -7.960 -1.394 0.3340
H 1.226 -5.909 0.823 0.4280
H 0.222 -7.287 0.540 0.4761
H 0.050 -5.857 -0.381 0.3830
H 3.019 -7.541 1.452 0.3627
C -2.007 5.195 4.493 -1.3783
C -1.996 6.618 5.053 1.7503
C -1.867 6.483 6.581 -1.2705
C -0.447 6.211 7.037 -0.7289
C 0.553 7.136 6.410 -1.5404
C 0.509 7.270 4.922 1.8595
N -0.924 7.461 4.498 0.1472
O -1.013 7.667 3.185 -0.3630
C 1.339 8.573 4.597 -1.9029
C 1.298 6.068 4.321 -1.8756
C -3.444 7.318 4.841 -1.8506
H -1.341 4.516 5.025 0.3123
H -2.994 4.743 4.594 0.5679
H -1.768 5.084 3.435 -0.2828
H -2.110 7.428 7.066 0.3211
H -2.524 5.638 6.784 0.4411
H -0.373 6.394 8.109 0.4422
H -0.040 5.200 7.069 0.3763
H 1.521 6.882 6.841 0.4104
H 0.440 8.105 6.896 0.4662
H 0.894 9.482 5.002 0.4637
H 1.499 8.619 3.520 0.4014
H 2.355 8.413 4.958 0.3830
H 1.048 5.105 4.766 0.3341
H 2.338 5.998 4.643 0.5181
H 1.175 5.954 3.244 0.4278
H -3.460 8.361 5.158 0.4839
H -3.588 7.350 3.761 0.3754
H -4.277 6.836 5.353 0.3776
H -1.435 8.520 3.058 0.3436
C -1.340 -1.709 -2.880 -1.2555
C -0.292 -2.313 -3.860 2.5624
C -0.599 -3.761 -4.027 -1.2875
C -1.611 -4.191 -5.073 -1.2109
C -1.384 -3.514 -6.389 -1.1733
C -1.107 -1.946 -6.284 1.4007
N -0.213 -1.588 -5.168 0.4735
O 0.041 -0.275 -5.018 -0.4723
C -0.294 -1.705 -7.550 -1.9076
C -2.556 -1.302 -6.257 -1.7261
C 1.150 -2.185 -3.213 -2.2614
H -1.078 -0.710 -2.534 0.1040
H -1.451 -2.357 -2.010 0.3735
H -2.354 -1.731 -3.279 0.2124
H 0.246 -4.400 -4.283 0.3869
H -1.018 -4.101 -3.079 0.1651
H -2.570 -4.041 -4.577 0.4206
H -1.614 -5.275 -5.181 0.4104
H -2.361 -3.661 -6.852 0.4374
H -0.618 -4.066 -6.933 0.4048
H -0.692 -2.265 -8.397 0.4423
H -0.249 -0.662 -7.862 0.3295
H 0.687 -2.168 -7.450 0.4477
H -3.150 -1.591 -5.390 0.3522
H -2.511 -0.214 -6.300 0.3373
H -3.135 -1.614 -7.126 0.4732
H 1.395 -1.214 -2.780 0.1735
H 1.805 -2.359 -4.067 0.7077
H 1.433 -2.914 -2.454 0.2283
H 0.990 -0.179 -5.132 0.3271
```

Properties
total energy = -112918.835 eV
HOMO-LUMO gap = 8.19 eV
energy above the lowest of the compared OMol25 structures with the same formula, charge and spin = 3.621 eV
HOMO = -8.17 eV

One molecule with the formula C13H15N5O3, computed with ωB97M-V/def2-TZVPD.

Structure (XYZ):
```
36
Properties=species:S:1:pos:R:3:mulliken_charge:R:1
C -3.854 -1.500 0.442 -1.3585
C -2.279 -1.548 0.110 0.3003
C -2.006 -1.746 -1.014 0.5137
C -0.607 -1.699 -1.327 -0.5847
C 0.305 -1.685 -0.412 0.2523
N 1.699 -1.506 -0.469 -0.0292
C 2.634 -0.808 0.329 -0.0255
O 3.719 -0.959 -0.233 -0.6734
C 2.388 -0.557 1.532 -0.1355
C 2.262 1.236 1.513 -1.1341
N 1.123 1.459 0.490 0.6063
N -0.155 1.411 1.234 -0.8724
C -0.861 1.481 0.131 0.4860
N -2.302 1.795 -0.017 0.8533
O -2.686 1.603 1.330 -0.5924
O -2.947 1.449 -0.804 -0.4334
C -0.204 1.759 -1.032 -1.3567
C 1.255 1.806 -0.788 1.2359
C 2.365 1.884 -1.403 -1.6516
N -0.145 -1.487 0.946 -0.2468
C -1.352 -1.379 1.122 -0.1533
H -4.408 -2.511 -0.083 0.2823
H -4.151 -1.511 1.425 0.4791
H -4.294 -0.422 -0.092 0.1630
H -2.609 -1.654 -2.147 0.1359
H -0.184 -1.643 -2.466 0.0496
H 1.929 -1.804 -1.502 0.3120
H 3.226 -0.619 2.397 0.4103
H 1.443 -0.665 1.986 0.2790
H 2.081 1.761 2.419 0.4413
H 3.078 1.527 1.164 0.5875
H -0.628 2.045 -1.915 0.6289
H 2.879 2.742 -1.329 0.4370
H 2.948 1.090 -1.216 0.3617
H 2.136 2.017 -2.519 0.3430
H -1.800 -1.363 2.199 0.0889
```

Properties
total energy = -27300.734 eV
HOMO-LUMO gap = 7.95 eV
energy above the lowest of the compared OMol25 structures with the same formula, charge and spin = 18.461 eV
HOMO = -8.70 eV
SMILES = Cc1ccc(NC(=O)CCn2nc([N+](=O)[O-])cc2C)nc1

Taking the records one at a time from the top gives F_max values of 5.59 4.41 1.01 4.31 19.37 eV Å⁻¹.